#one
Entry from OMol25: a 2-piece molecular cluster, C2H5N2O3 overall (ωB97M-V with the def2-TZVPD basis set).

```
! RIJCOSX wB97M-V def2-TZVPD def2/J DEFGRID3
* xyz -1 1
N 0.4338 0.6972 -1.1432
N -1.1920 0.9504 0.4525
O 1.4817 -1.6655 -0.1501
C -0.6026 1.4452 -0.6730
O -0.9791 2.4854 -1.2201
H 1.2200 -2.9308 1.3997
H 0.8460 1.0576 -1.9866
C 0.8784 -2.0018 0.8912
H 0.7892 -0.1934 -0.7235
H -0.8519 0.0733 0.8846
O -0.0735 -1.4097 1.4422
H -1.9499 1.4922 0.8263
*
```

Values from the calculation:
HOMO energy (eV): -5.3
HOMO-LUMO gap (eV): 9.499

#two
Entry from OMol25: a 2-piece molecular cluster, C2H5N2O3 overall (ωB97M-V with the def2-TZVPD basis set).

```
! RIJCOSX wB97M-V def2-TZVPD def2/J DEFGRID3
* xyz -1 1
H 1.5299 1.8944 1.2055
C -0.3300 2.2971 0.6076
H -1.0054 -2.9032 -0.5785
O 1.0618 -0.6520 -1.2025
H -0.0158 3.3564 0.5027
H -0.1258 -2.6875 -2.0246
H 0.5088 0.4194 0.9529
N 0.6217 1.4762 1.0949
O -0.0738 -1.0933 0.7024
N -0.1999 -2.5198 -1.0406
C 0.2958 -1.3331 -0.4918
O -1.4685 1.9690 0.3212
*
```

Values from the calculation:
HOMO energy (eV): -4.5
HOMO-LUMO gap (eV): 8.685

Stability check: which of them is most stable? #one.

#one
Entry from OMol25: one molecule with the formula C2HClO2 (ωB97M-V with the def2-TZVPD basis set).

```
! RIJCOSX wB97M-V def2-TZVPD def2/J DEFGRID3
* xyz 0 1
O -0.3867 1.8469 -0.6555
H -1.0397 -1.0537 -0.1439
O -0.0657 0.3301 1.1126
Cl 1.5802 -1.3747 -0.1923
C -0.1429 0.8495 -0.0865
C 0.0549 -0.5981 -0.0344
*
```

Values from the calculation:
HOMO energy (eV): -10.5
HOMO-LUMO gap (eV): 11.170
SMILES string: O=C1O[C@@H]1Cl

#two
Entry from OMol25: one molecule with the formula C2HClO2 (ωB97M-V with the def2-TZVPD basis set).

```
! RIJCOSX wB97M-V def2-TZVPD def2/J DEFGRID3
* xyz 0 1
Cl 1.0761 -2.0429 0.1976
C 0.1277 -0.3906 -0.7114
O -0.0318 -0.5729 -1.8179
C -0.2782 0.7808 0.4744
O 0.5499 1.4439 0.9055
H -1.4437 0.7817 0.9518
*
```

Values from the calculation:
HOMO energy (eV): -10.5
HOMO-LUMO gap (eV): 9.784
SMILES string: O=CC(=O)Cl

Stability check: which of them is most stable? #one.

#one
Entry from OMol25: one molecule with the formula C2 (ωB97M-V with the def2-TZVPD basis set).

```
! RIJCOSX wB97M-V def2-TZVPD def2/J DEFGRID3
* xyz 0 1
C 0.0000 0.0000 -0.6273
C 0.0000 0.0000 0.6273
*
```

Values from the calculation:
HOMO energy (eV): -11.6
HOMO-LUMO gap (eV): 6.845

#two
Entry from OMol25: a 2-piece molecular cluster, C2 overall (ωB97M-V with the def2-TZVPD basis set).

```
! RIJCOSX wB97M-V def2-TZVPD def2/J DEFGRID3
* xyz 0 1
C 0.1480 0.8812 0.9752
C -0.1480 -0.8812 -0.9752
*
```

Values from the calculation:
HOMO energy (eV): -8.1
HOMO-LUMO gap (eV): 5.748

Stability check: which of them is most stable? #one.